C43H38GeO2P2TeTl | wB97M-V/def2-TZVPD

Results
Total energy: -136381.4430 eV
Highest occupied orbital energy: -0.3825 Eh
Charge: +1
Relative energy (zero: lowest compared OMol25 entry of this formula, charge and spin): 0.000 eV

Structure (XYZ):
```
88
C43H38GeO2P2TeTl (wB97M-V/def2-TZVPD)
Tl 0.555 -0.174 -0.633
O 0.350 0.220 1.969
P 0.128 1.145 3.126
C -0.130 2.892 2.606
P -0.588 3.228 0.857
O 0.088 2.315 -0.112
C -0.013 4.929 0.676
C -0.716 5.981 1.257
C -0.199 7.265 1.202
C 1.018 7.496 0.574
C 1.714 6.449 -0.013
C 1.202 5.162 0.039
C -2.382 3.336 0.678
C -3.319 3.085 1.674
C -4.669 3.260 1.408
C -5.082 3.693 0.157
C -4.149 3.946 -0.841
C -2.801 3.770 -0.581
C 1.590 1.220 4.187
C 2.800 1.591 3.601
C 3.960 1.593 4.355
C 3.917 1.223 5.694
C 2.716 0.852 6.277
C 1.550 0.850 5.527
C -1.263 0.646 4.166
C -1.915 1.528 5.022
C -2.970 1.079 5.803
C -3.360 -0.251 5.745
C -2.691 -1.141 4.915
C -1.645 -0.693 4.125
H 0.837 3.388 2.714
H -0.831 3.404 3.266
H -1.668 5.789 1.739
H -0.744 8.087 1.646
H 1.422 8.499 0.545
H 2.655 6.644 -0.509
H 1.724 4.330 -0.417
H -3.002 2.752 2.656
H -5.402 3.065 2.180
H -6.137 3.830 -0.042
H -4.475 4.298 -1.810
H -2.058 3.976 -1.343
H 2.828 1.868 2.553
H 4.901 1.884 3.910
H 4.826 1.214 6.281
H 2.685 0.566 7.320
H 0.609 0.561 5.978
H -1.600 2.563 5.095
H -3.482 1.765 6.465
H -4.181 -0.597 6.358
H -2.978 -2.184 4.892
H -1.109 -1.375 3.478
Ge -2.751 -2.828 0.480
C -1.005 -3.723 0.642
C -0.891 -5.048 0.228
C 0.343 -5.681 0.213
C 1.483 -4.993 0.607
C 1.380 -3.684 1.053
C 0.140 -3.058 1.071
C -3.517 -3.318 -1.252
C -4.816 -3.785 -1.411
C -5.327 -4.020 -2.680
C -4.545 -3.776 -3.799
C -3.238 -3.330 -3.653
C -2.730 -3.106 -2.384
H -3.705 -3.325 1.577
H -1.774 -5.588 -0.095
H 0.414 -6.709 -0.116
H 2.449 -5.478 0.573
H 2.256 -3.147 1.397
H 0.058 -2.054 1.478
H -5.435 -3.958 -0.537
H -6.337 -4.389 -2.797
H -4.954 -3.927 -4.790
H -2.621 -3.154 -4.524
H -1.706 -2.765 -2.260
Te -2.581 -0.268 0.449
C -4.593 -0.371 -0.265
C -5.543 -0.888 0.610
C -6.850 -1.080 0.188
C -7.216 -0.737 -1.106
C -6.277 -0.188 -1.967
C -4.965 -0.008 -1.550
H -5.257 -1.137 1.626
H -7.575 -1.501 0.873
H -8.234 -0.898 -1.438
H -6.559 0.096 -2.973
H -4.235 0.415 -2.228
```

These are the Löwdin partial charges, in e, on atoms 1 to 5:
1. Tl 0.83
2. O -0.53
3. P 0.75
4. C -0.26
5. P 0.72

***

C43H38N3O5Pt | wB97M-V/def2-TZVPD

Results
Total energy: -63160.3124 eV
Highest occupied orbital energy (spin up / spin down): -0.1132 / -0.1574 Eh
Charge: -1
Multiplicity: 3

Structure (XYZ):
```
90
C43H38N3O5Pt (wB97M-V/def2-TZVPD)
Pt 0.216 -2.096 0.799
O 4.371 -2.122 1.269
C 2.960 -2.008 0.870
N 2.027 -2.845 1.512
C 2.121 -2.865 2.960
C 0.813 -2.541 3.675
C 0.760 -2.261 5.039
C -0.457 -1.987 5.628
C -1.609 -2.011 4.855
C -1.481 -2.297 3.508
N -0.301 -2.552 2.948
C 2.856 -2.222 -0.655
C 3.935 -2.000 -1.501
C 3.753 -2.146 -2.864
C 2.515 -2.531 -3.356
C 1.499 -2.761 -2.441
N 1.672 -2.607 -1.136
H 2.891 -2.190 3.358
H 2.413 -3.864 3.308
H 1.679 -2.242 5.614
H -0.509 -1.743 6.683
H -2.582 -1.793 5.275
H -2.329 -2.305 2.831
H 4.887 -1.707 -1.082
H 4.576 -1.954 -3.543
H 2.335 -2.650 -4.416
H 0.506 -3.072 -2.755
C 0.288 0.982 -4.171
C -0.155 1.738 -2.922
C -0.454 3.190 -3.203
O -1.308 1.152 -2.358
C -0.863 0.033 -1.578
C 0.564 0.499 -1.100
O 0.834 1.650 -1.923
C 0.985 0.812 0.370
O 0.303 0.007 1.261
C 0.717 2.259 0.814
C 1.501 2.839 1.809
C 1.200 4.093 2.327
C 0.102 4.798 1.852
C -0.691 4.227 0.863
C -0.384 2.971 0.357
C 2.521 0.558 0.414
C 3.429 1.214 -0.312
C 4.868 0.959 -0.144
C 5.366 0.092 0.741
C 4.457 -0.713 1.619
C 2.966 -0.498 1.357
C -2.042 -0.529 -0.730
O -1.661 -1.643 -0.019
C -3.139 -1.070 -1.700
C -4.224 -1.705 -1.090
C -5.231 -2.291 -1.835
C -5.181 -2.267 -3.228
C -4.111 -1.646 -3.846
C -3.100 -1.050 -3.089
C -2.727 0.540 0.145
C -3.552 1.523 -0.406
C -4.191 2.455 0.402
C -4.025 2.412 1.782
C -3.225 1.422 2.338
C -2.589 0.492 1.524
H -0.480 1.049 -4.945
H 0.474 -0.069 -3.944
H 1.216 1.416 -4.548
H -1.373 3.264 -3.787
H 0.364 3.642 -3.768
H -0.576 3.727 -2.262
H -0.652 -0.808 -2.249
H 1.243 -0.290 -1.422
H 2.359 2.302 2.195
H 1.826 4.518 3.104
H -0.136 5.778 2.249
H -1.562 4.751 0.489
H -1.022 2.543 -0.402
H 3.116 1.990 -1.004
H 5.554 1.541 -0.753
H 6.439 -0.019 0.869
H 4.768 -0.636 2.665
H 2.346 -0.451 2.249
H -4.254 -1.737 -0.007
H -6.061 -2.775 -1.331
H -5.966 -2.727 -3.816
H -4.053 -1.616 -4.929
H -2.290 -0.555 -3.604
H -3.697 1.555 -1.479
H -4.823 3.213 -0.046
H -4.513 3.143 2.416
H -3.080 1.380 3.412
H -1.939 -0.260 1.939
```

These are the Löwdin partial charges, in e, on atoms 1 to 5:
1. Pt 1.25
2. O -0.04
3. C -0.43
4. N -0.15
5. C -0.19

***

C43H38N5OPSTi | wB97M-V/def2-TZVPD

Results
Total energy: -97946.6256 eV
Highest occupied orbital energy: -0.0210 Eh
Charge: -2
Relative energy (zero: lowest compared OMol25 entry of this formula, charge and spin): 0.016 eV

Structure (XYZ):
```
90
C43H38N5OPSTi (wB97M-V/def2-TZVPD)
Ti 1.231 0.032 -0.487
O 1.386 0.874 1.290
N 2.067 1.424 2.280
C 1.769 0.928 3.505
C 2.376 1.366 4.643
C 3.360 2.363 4.504
C 3.660 2.845 3.264
C 3.018 2.401 2.062
S 3.401 3.006 0.557
H 1.017 0.153 3.487
H 2.102 0.941 5.597
H 3.886 2.739 5.373
H 4.423 3.599 3.135
C -2.647 -1.821 -2.382
C -3.081 -0.453 -2.835
C -3.667 -0.289 -4.085
C -4.050 0.966 -4.541
C -3.842 2.081 -3.743
C -3.264 1.930 -2.491
C -2.895 0.674 -2.018
P -2.013 0.509 -0.409
C -3.349 -0.237 0.626
C -4.642 -0.455 0.162
C -5.598 -1.087 0.947
C -5.261 -1.510 2.223
C -3.974 -1.290 2.698
C -3.008 -0.659 1.923
C -1.624 -0.441 2.473
C -1.853 2.155 0.251
C -2.683 2.670 1.250
C -2.325 3.784 1.982
C -1.075 4.369 1.718
C -0.256 3.903 0.727
C -0.627 2.800 -0.105
C 0.171 2.375 -1.172
H -2.690 -2.537 -3.203
H -3.282 -2.191 -1.572
H -1.625 -1.805 -1.991
H -3.806 -1.160 -4.716
H -4.491 1.071 -5.525
H -4.114 3.068 -4.097
H -3.079 2.795 -1.864
H -4.909 -0.123 -0.833
H -6.597 -1.246 0.559
H -5.992 -2.010 2.847
H -3.705 -1.622 3.695
H -1.511 -0.939 3.438
H -1.421 0.625 2.601
H -0.862 -0.823 1.785
H -3.614 2.162 1.484
H -2.971 4.168 2.762
H -0.749 5.213 2.319
H 0.710 4.361 0.554
H 1.127 2.843 -1.362
H -0.243 1.766 -1.968
C 6.083 -0.917 2.198
C 6.465 -0.349 0.986
C 5.545 -0.100 -0.015
C 4.180 -0.406 0.165
C 3.808 -1.004 1.385
C 4.743 -1.244 2.375
N 3.232 -0.133 -0.787
N 3.756 0.109 -2.050
C 2.828 0.172 -2.943
C 3.135 0.334 -4.350
C 2.155 0.284 -5.273
C 0.796 0.083 -4.867
C 0.550 -0.020 -3.532
N 1.489 0.043 -2.562
H 6.809 -1.102 2.981
H 7.505 -0.082 0.823
H 5.842 0.355 -0.947
H 2.771 -1.284 1.531
H 4.419 -1.701 3.305
H 4.173 0.475 -4.619
H 2.394 0.398 -6.326
H -0.017 0.044 -5.577
H -0.475 -0.138 -3.184
N 0.712 -1.551 -0.059
C 0.331 -2.841 0.131
C 1.286 -3.878 0.151
C 0.911 -5.193 0.350
C -0.426 -5.539 0.535
C -1.380 -4.527 0.516
C -1.014 -3.207 0.321
H 2.325 -3.608 0.004
H 1.675 -5.965 0.360
H -0.716 -6.572 0.689
H -2.429 -4.768 0.658
H -1.768 -2.428 0.304
```

These are the Löwdin partial charges, in e, on atoms 1 to 5:
1. Ti 0.94
2. O -0.28
3. N -0.16
4. C -0.04
5. C -0.09